[1]
C41H100CsN5O8S | ωB97M-V/def2-TZVPD

Summary:
**Net charge**: +3
**Molecular weight**: 956.25 g/mol
**2S+1**: 2
**Expectation value of S²**: 0.75
**LUMO level (alpha / beta)**: -5.4762 / -5.5026 eV

Last column: Mulliken charge in e.
Positions of all 156 atoms, in Å:
Cs (-1.29, -3.59, -2.29)  0.355
S (-0.36, -0.68, -0.28)  0.797
O (-0.37, 0.58, -0.96)  -0.728
O (-0.13, -0.50, 1.17)  -0.987
O (-1.65, -1.31, -0.45)  -0.887
O (0.63, -1.51, -0.86)  -0.841
C (-2.99, -4.47, 3.70)  -1.500
C (-2.71, -3.13, 2.94)  0.695
N (-3.18, -1.94, 3.80)  0.588
C (-2.69, -0.71, 2.96)  -1.531
C (-4.69, -1.91, 4.07)  -0.249
C (-5.55, -2.21, 2.83)  -1.422
C (-2.41, -1.86, 5.16)  -0.610
C (-2.36, -0.42, 5.77)  -0.549
O (-3.65, -0.08, 6.30)  -0.354
C (-3.71, 1.27, 6.83)  -0.777
H (-2.50, -5.23, 3.09)  0.465
H (-4.04, -4.77, 3.76)  0.327
H (-2.60, -4.57, 4.71)  0.324
H (-3.27, -3.12, 2.01)  0.368
H (-1.64, -2.97, 2.83)  -0.429
H (-2.98, -0.83, 1.92)  0.500
H (-1.60, -0.78, 3.01)  0.580
H (-3.00, 0.23, 3.43)  0.380
H (-4.92, -0.87, 4.31)  0.317
H (-5.00, -2.42, 4.98)  0.485
H (-6.59, -2.13, 3.16)  0.558
H (-5.50, -3.24, 2.49)  0.342
H (-5.48, -1.68, 1.88)  0.192
H (-1.38, -2.13, 4.94)  0.261
H (-2.93, -2.58, 5.78)  0.631
H (-1.92, 0.37, 5.16)  0.088
H (-1.72, -0.49, 6.66)  0.608
H (-4.63, 1.50, 7.36)  0.292
H (-3.63, 2.01, 6.04)  0.254
H (-2.89, 1.54, 7.48)  0.362
C (1.14, 1.62, -4.92)  -0.900
C (2.65, 1.09, -5.11)  -0.761
N (3.23, -0.01, -4.17)  0.108
C (2.26, -1.22, -4.35)  -0.804
C (4.65, -0.45, -4.62)  -0.279
C (5.13, -1.72, -3.98)  -1.268
C (3.14, 0.24, -2.63)  0.376
C (3.98, 1.32, -2.12)  -0.983
O (3.97, 2.57, -2.85)  -0.354
C (4.73, 3.61, -2.31)  -0.505
H (0.84, 2.48, -5.52)  0.494
H (1.04, 2.16, -3.97)  0.024
H (0.31, 0.91, -4.94)  0.391
H (3.38, 1.90, -5.05)  0.517
H (2.85, 0.72, -6.11)  0.644
H (2.62, -2.00, -3.69)  0.405
H (2.43, -1.47, -5.40)  0.425
H (1.22, -1.05, -4.06)  0.200
H (5.34, 0.38, -4.51)  0.392
H (4.51, -0.57, -5.70)  0.490
H (6.21, -1.86, -4.08)  0.425
H (4.69, -2.71, -4.11)  0.376
H (5.14, -1.71, -2.89)  0.234
H (3.36, -0.58, -1.94)  -0.445
H (2.09, 0.24, -2.32)  0.298
H (5.02, 1.03, -2.05)  0.642
H (3.66, 1.49, -1.09)  0.353
H (4.86, 4.41, -3.04)  0.256
H (5.68, 3.33, -1.86)  0.316
H (4.02, 3.92, -1.54)  0.027
C (-5.96, 0.21, -0.61)  -1.225
C (-4.47, 0.42, -1.01)  0.222
N (-4.43, 0.96, -2.48)  0.249
C (-4.97, -0.19, -3.37)  -1.151
C (-5.31, 2.20, -2.88)  -0.546
C (-4.97, 3.50, -2.04)  -1.159
C (-2.90, 1.18, -2.82)  0.750
C (-2.53, 1.58, -4.19)  -0.297
O (-3.14, 2.83, -4.55)  -0.252
C (-2.87, 3.36, -5.84)  -0.808
H (-6.45, 1.19, -0.60)  0.352
H (-6.02, -0.29, 0.36)  0.137
H (-6.54, -0.55, -1.13)  0.364
H (-3.90, -0.51, -1.06)  0.170
H (-3.96, 1.15, -0.37)  0.034
H (-6.02, -0.27, -3.10)  0.524
H (-4.45, -1.13, -3.22)  0.301
H (-4.94, 0.05, -4.43)  0.410
H (-6.37, 2.05, -2.64)  0.615
H (-5.26, 2.32, -3.96)  0.553
H (-5.61, 4.33, -2.35)  0.493
H (-3.94, 3.83, -2.12)  0.217
H (-5.09, 3.31, -0.97)  0.256
H (-2.40, 0.23, -2.66)  0.113
H (-2.56, 1.92, -2.10)  -0.172
H (-2.86, 0.88, -4.96)  0.566
H (-1.45, 1.55, -4.16)  -0.459
H (-1.86, 3.10, -6.15)  0.228
H (-2.86, 4.45, -5.89)  0.278
H (-3.62, 3.03, -6.56)  0.333
C (2.25, 2.53, 2.72)  -0.982
C (1.24, 3.72, 2.50)  -0.491
N (-0.07, 3.38, 1.79)  0.442
C (-0.86, 2.23, 2.50)  -0.762
C (-1.05, 4.60, 1.71)  -0.666
C (-2.39, 4.38, 0.83)  -1.058
C (0.29, 2.96, 0.26)  1.999
C (1.23, 3.79, -0.53)  -1.412
O (0.58, 5.10, -0.76)  -0.288
C (1.48, 6.20, -0.86)  -0.703
H (2.50, 2.05, 1.77)  0.059
H (1.96, 1.74, 3.42)  0.313
H (3.15, 2.96, 3.15)  0.481
H (1.62, 4.51, 1.85)  0.440
H (0.95, 4.13, 3.47)  0.521
H (-1.70, 1.87, 1.90)  0.189
H (-1.19, 2.49, 3.51)  0.495
H (-0.10, 1.45, 2.48)  0.051
H (-0.55, 5.52, 1.43)  0.599
H (-1.45, 4.70, 2.72)  0.553
H (-2.34, 4.10, -0.23)  0.119
H (-2.91, 5.34, 0.82)  0.516
H (-3.02, 3.71, 1.41)  0.339
H (-0.60, 2.88, -0.36)  -0.712
H (0.87, 2.05, 0.44)  -0.650
H (1.47, 3.28, -1.46)  0.355
H (2.21, 3.74, -0.05)  0.430
H (1.00, 7.08, -1.28)  0.262
H (2.29, 5.88, -1.50)  0.234
H (1.80, 6.40, 0.17)  0.303
C (6.94, -6.66, -0.33)  -1.381
C (6.38, -5.23, -0.20)  -0.622
C (5.33, -5.05, 0.83)  -0.288
C (4.63, -3.62, 0.63)  -1.023
N (3.41, -3.30, 1.53)  0.766
C (2.24, -4.19, 1.24)  -1.127
C (1.29, -3.96, 2.45)  0.496
C (2.20, -3.87, 3.64)  -0.744
C (3.54, -3.48, 3.03)  -0.620
C (3.05, -1.83, 1.14)  -1.069
H (7.27, -7.04, 0.64)  0.346
H (7.77, -6.61, -1.03)  0.403
H (6.27, -7.37, -0.81)  0.350
H (6.17, -4.71, -1.13)  0.413
H (7.29, -4.67, -0.01)  0.342
H (5.66, -5.16, 1.87)  0.440
H (4.46, -5.68, 0.66)  0.272
H (4.16, -3.54, -0.35)  0.402
H (5.35, -2.82, 0.75)  0.475
H (1.83, -3.97, 0.25)  0.421
H (2.61, -5.21, 1.25)  0.632
H (0.63, -3.12, 2.25)  -0.894
H (0.58, -4.76, 2.67)  0.706
H (1.92, -3.26, 4.50)  0.316
H (2.19, -4.88, 4.05)  0.352
H (3.79, -2.50, 3.46)  0.296
H (4.43, -4.07, 3.24)  0.445
H (2.19, -1.50, 1.72)  0.268
H (2.82, -1.78, 0.07)  0.144
H (3.88, -1.13, 1.26)  0.412


[2]
C41H103KO21 | ωB97M-V/def2-TZVPD

Summary:
**Net charge**: 0
**Molecular weight**: 971.35 g/mol
**2S+1**: 1
**LUMO level**: 0.2562 eV

Last column: Mulliken charge in e.
Positions of all 166 atoms, in Å:
K (-0.62, -1.10, 0.23)  -0.558
C (-2.41, 2.23, 0.57)  -0.139
O (-1.72, 1.07, 0.39)  -0.666
H (-2.17, 3.14, -0.01)  0.070
H (-3.49, 2.13, 0.26)  -0.053
H (-2.57, 2.63, 1.63)  -0.623
C (0.49, 2.68, -6.24)  -0.639
O (-0.36, 2.60, -5.04)  -0.023
C (-1.31, 3.66, -4.84)  -1.053
C (-2.18, 3.34, -3.66)  0.618
O (-2.86, 2.14, -3.93)  -0.442
C (-3.41, 1.47, -2.87)  -0.942
H (1.26, 3.51, -6.12)  0.278
H (-0.18, 2.94, -7.14)  0.287
H (0.98, 1.73, -6.34)  0.068
H (-1.91, 3.79, -5.74)  0.436
H (-0.77, 4.57, -4.61)  0.439
H (-2.81, 4.18, -3.43)  0.481
H (-1.55, 3.18, -2.74)  -0.469
H (-4.45, 1.71, -2.82)  0.362
H (-2.82, 1.64, -2.00)  0.143
H (-3.39, 0.40, -3.08)  0.183
C (-1.97, -3.49, -2.24)  -1.370
O (-1.50, -2.14, -2.22)  1.239
C (-1.14, -1.64, -3.45)  0.397
C (-0.66, -0.23, -3.39)  1.774
O (0.38, -0.03, -2.46)  0.652
C (0.51, 1.34, -2.00)  0.134
H (-1.19, -4.11, -2.64)  0.324
H (-2.79, -3.48, -2.94)  0.243
H (-2.25, -3.82, -1.29)  0.247
H (-1.98, -1.68, -4.18)  0.500
H (-0.42, -2.25, -3.99)  -0.861
H (-1.43, 0.45, -3.10)  -1.750
H (-0.42, 0.16, -4.38)  0.115
H (0.29, 2.08, -2.79)  0.080
H (1.47, 1.43, -1.51)  -0.242
H (-0.24, 1.42, -1.22)  -0.428
C (-2.62, 0.31, 3.52)  0.314
O (-3.98, -0.18, 3.64)  -0.560
C (-4.98, 0.65, 3.03)  -0.270
C (-4.86, 2.13, 3.34)  -0.192
O (-4.72, 2.31, 4.73)  -0.331
C (-4.83, 3.64, 5.19)  -0.777
H (-2.00, -0.45, 3.94)  0.035
H (-2.55, 1.24, 4.16)  0.162
H (-2.38, 0.47, 2.43)  -0.135
H (-5.91, 0.23, 3.35)  0.526
H (-4.90, 0.68, 1.93)  -0.118
H (-5.78, 2.64, 2.96)  0.607
H (-3.99, 2.49, 2.79)  -0.041
H (-4.23, 4.35, 4.60)  0.289
H (-4.70, 3.70, 6.27)  0.233
H (-5.88, 3.86, 4.99)  0.349
C (1.17, 0.50, 5.76)  -0.465
O (2.23, 0.47, 4.88)  -0.346
C (1.97, 1.22, 3.65)  0.113
C (0.89, 0.69, 2.78)  2.973
O (1.33, -0.48, 2.01)  1.063
C (2.32, -0.25, 1.02)  0.483
H (1.58, 0.14, 6.71)  0.324
H (0.26, -0.14, 5.47)  0.146
H (0.78, 1.51, 5.95)  0.112
H (2.87, 1.23, 3.07)  -0.037
H (1.69, 2.24, 3.97)  -0.175
H (0.43, 1.41, 2.06)  -1.144
H (0.08, 0.22, 3.37)  -1.394
H (3.35, -0.24, 1.45)  -0.236
H (2.21, 0.70, 0.47)  -0.188
H (2.37, -1.14, 0.36)  -0.506
C (-8.45, -0.20, -0.64)  -0.824
O (-7.22, -0.90, -0.33)  -0.401
C (-6.04, -0.21, -0.67)  -0.537
C (-4.78, -1.12, -0.66)  0.328
O (-4.74, -2.06, -1.70)  -0.083
C (-5.65, -3.15, -1.56)  -0.811
H (-9.21, -0.93, -0.30)  0.267
H (-8.56, -0.16, -1.70)  0.360
H (-8.53, 0.77, -0.15)  0.288
H (-5.82, 0.66, 0.00)  0.412
H (-6.14, 0.20, -1.71)  0.399
H (-4.70, -1.63, 0.29)  0.572
H (-3.93, -0.43, -0.82)  -0.625
H (-5.41, -3.70, -0.66)  0.361
H (-5.53, -3.73, -2.44)  0.258
H (-6.67, -2.69, -1.43)  0.170
C (-0.86, -3.39, 3.00)  -0.668
O (-0.62, -3.52, 1.63)  -0.162
C (0.54, -4.24, 1.40)  -0.323
C (0.86, -4.33, -0.10)  -1.104
O (1.22, -3.04, -0.55)  1.120
C (1.89, -3.09, -1.88)  -0.975
H (-1.85, -2.92, 3.15)  0.201
H (-0.07, -2.79, 3.48)  0.127
H (-0.85, -4.35, 3.56)  0.362
H (0.41, -5.26, 1.77)  0.662
H (1.42, -3.85, 1.99)  0.061
H (0.00, -4.73, -0.68)  0.482
H (1.65, -5.10, -0.25)  0.380
H (1.26, -3.53, -2.68)  -0.134
H (2.90, -3.52, -1.80)  0.660
H (1.88, -2.06, -2.11)  -0.062
C (-1.11, 4.43, 5.23)  -0.160
O (-0.75, 5.41, 4.34)  -0.436
C (0.43, 5.22, 3.54)  -0.766
C (0.17, 4.37, 2.34)  0.749
O (1.34, 4.16, 1.64)  -0.417
C (0.98, 3.63, 0.37)  0.049
H (-1.89, 4.84, 5.91)  0.222
H (-0.27, 4.05, 5.80)  0.268
H (-1.55, 3.61, 4.67)  -0.113
H (1.19, 4.69, 4.15)  0.276
H (0.90, 6.15, 3.30)  0.349
H (-0.64, 4.72, 1.70)  0.425
H (-0.15, 3.39, 2.74)  -0.521
H (0.23, 2.80, 0.44)  -0.474
H (1.86, 3.26, -0.13)  0.127
H (0.44, 4.41, -0.30)  0.312
C (2.63, -1.35, -5.10)  -0.337
O (2.76, -2.76, -4.87)  -0.336
C (2.40, -3.62, -5.95)  -0.906
C (1.00, -3.97, -6.04)  -0.131
O (0.28, -2.85, -6.35)  -0.180
C (-1.02, -3.11, -6.77)  -0.935
H (3.64, -0.87, -4.99)  0.261
H (1.88, -0.98, -4.42)  -0.103
H (2.35, -1.20, -6.15)  0.361
H (2.92, -4.55, -5.75)  0.371
H (2.70, -3.13, -6.86)  0.406
H (0.66, -4.48, -5.12)  0.094
H (0.89, -4.78, -6.81)  0.487
H (-1.58, -3.74, -6.06)  0.338
H (-0.98, -3.60, -7.74)  0.383
H (-1.48, -2.13, -6.81)  0.245
C (6.64, -0.73, 0.04)  -0.866
O (5.37, -0.41, -0.40)  0.141
C (5.27, 0.61, -1.38)  -0.361
C (5.37, 2.04, -0.88)  -0.638
O (4.27, 2.37, -0.08)  -0.067
C (4.63, 3.00, 1.12)  -0.705
H (7.37, -1.01, -0.71)  0.332
H (6.54, -1.61, 0.66)  0.154
H (7.12, 0.05, 0.67)  0.275
H (4.30, 0.37, -1.78)  -0.108
H (6.05, 0.48, -2.18)  0.426
H (5.48, 2.71, -1.77)  0.302
H (6.29, 2.14, -0.32)  0.475
H (5.10, 3.92, 0.94)  0.431
H (5.39, 2.43, 1.69)  0.365
H (3.71, 3.03, 1.76)  -0.132
C (6.41, -1.30, 5.66)  -0.696
O (5.69, -2.18, 4.84)  -0.458
C (4.57, -1.67, 4.06)  -0.085
C (3.95, -2.72, 3.21)  0.389
O (4.68, -2.68, 1.98)  -0.279
C (4.11, -3.38, 0.90)  -0.235
H (6.83, -0.47, 5.09)  0.278
H (7.21, -1.89, 6.08)  0.262
H (5.73, -0.86, 6.42)  0.266
H (4.94, -0.90, 3.33)  0.025
H (3.87, -1.19, 4.71)  0.258
H (2.89, -2.54, 3.03)  -0.595
H (4.02, -3.73, 3.59)  0.525
H (4.57, -2.99, -0.03)  0.005
H (3.00, -3.23, 0.90)  -0.404
H (4.35, -4.46, 0.87)  0.424


[3]
C41H104BO23 | ωB97M-V/def2-TZVPD

Summary:
**Net charge**: -2
**Molecular weight**: 976.07 g/mol
**2S+1**: 2
**Expectation value of S²**: 0.75
**LUMO level (alpha / beta)**: 3.8175 / 3.8174 eV

Last column: Mulliken charge in e.
Positions of all 169 atoms, in Å:
O (-0.10, 3.22, -2.30)  -0.784
C (0.21, 2.28, -1.53)  0.189
O (-0.53, 1.28, -1.14)  0.134
B (0.23, 0.47, -0.10)  0.111
O (1.52, 1.20, 0.02)  0.045
C (1.59, 2.20, -0.85)  0.491
O (2.55, 2.88, -1.11)  -0.808
O (0.50, -0.93, -0.45)  -0.012
C (0.08, -1.79, 0.47)  -0.027
O (0.19, -3.02, 0.41)  -0.306
C (-0.57, -0.93, 1.57)  -0.526
O (-0.44, 0.36, 1.18)  -0.068
O (-1.20, -1.36, 2.54)  0.068
C (2.52, -3.42, -2.20)  -0.055
O (2.96, -3.41, -3.57)  -0.523
H (3.31, -3.66, -1.49)  0.282
H (2.11, -2.45, -1.91)  -0.045
H (1.77, -4.20, -2.07)  -0.035
H (3.28, -4.30, -3.74)  0.234
C (3.81, -0.62, 1.14)  -0.064
O (4.99, -1.26, 1.66)  -0.618
H (3.11, -1.38, 0.79)  0.213
H (3.29, 0.00, 1.87)  -0.113
H (4.02, 0.09, 0.34)  0.116
H (4.71, -1.76, 2.43)  0.319
C (0.80, -4.13, 3.93)  -0.214
O (2.06, -4.57, 4.30)  -0.636
H (0.45, -3.36, 4.62)  0.334
H (0.80, -3.64, 2.95)  -0.321
H (0.10, -4.96, 3.97)  0.468
H (1.97, -4.95, 5.18)  0.298
C (-1.87, -4.42, -1.73)  0.280
O (-2.53, -4.65, -2.96)  -0.713
H (-0.78, -4.37, -1.86)  -0.159
H (-2.18, -3.44, -1.38)  -0.104
H (-2.15, -5.03, -0.88)  0.197
H (-3.00, -3.84, -3.17)  0.437
C (-3.36, -0.78, -5.16)  -1.254
C (-2.71, -1.63, -4.10)  -0.124
C (-1.84, -0.78, -3.13)  1.707
O (-3.72, -2.30, -3.40)  -0.667
H (-4.00, -1.39, -5.80)  0.442
H (-2.59, -0.34, -5.79)  -0.055
H (-3.92, 0.02, -4.68)  0.307
H (-2.11, -2.40, -4.56)  0.409
H (-2.50, -0.05, -2.67)  -0.395
H (-0.96, -0.30, -3.56)  -0.249
H (-1.55, -1.40, -2.29)  -0.663
H (-4.35, -1.61, -3.18)  0.412
C (3.14, -6.66, 0.12)  -1.395
C (2.23, -5.98, 1.21)  1.087
C (0.75, -6.11, 0.77)  -0.637
O (2.41, -6.47, 2.53)  -0.717
H (2.72, -7.63, -0.15)  0.369
H (4.15, -6.93, 0.44)  0.417
H (3.21, -6.07, -0.80)  0.182
H (2.44, -4.91, 1.20)  -0.169
H (0.64, -6.06, -0.32)  0.362
H (0.11, -5.41, 1.30)  -0.482
H (0.44, -7.09, 1.13)  0.551
H (2.29, -5.77, 3.16)  0.508
C (-2.47, 3.05, -4.47)  -0.692
C (-1.44, 3.35, -5.58)  0.632
C (-1.03, 2.15, -6.47)  -0.740
O (-2.07, 4.27, -6.47)  -0.622
H (-2.72, 3.98, -3.95)  0.335
H (-2.02, 2.35, -3.77)  -0.202
H (-3.35, 2.60, -4.94)  0.479
H (-0.58, 3.84, -5.11)  -0.158
H (-1.91, 1.59, -6.75)  0.285
H (-0.48, 1.52, -5.76)  -0.072
H (-0.42, 2.38, -7.34)  0.381
H (-2.85, 3.85, -6.82)  0.371
C (-0.88, 4.20, 1.54)  -1.068
C (-2.30, 3.99, 2.09)  1.036
C (-2.30, 3.15, 3.37)  -0.573
O (-2.88, 5.23, 2.31)  -0.645
H (-0.94, 4.75, 0.60)  0.394
H (-0.37, 3.27, 1.28)  -0.254
H (-0.34, 4.76, 2.31)  0.543
H (-2.87, 3.51, 1.29)  -0.636
H (-1.98, 2.13, 3.18)  -0.416
H (-3.29, 3.19, 3.82)  0.432
H (-1.66, 3.53, 4.17)  0.680
H (-2.26, 5.67, 2.90)  0.426
C (2.50, 4.49, -4.67)  -0.707
C (3.86, 4.11, -4.10)  1.277
C (5.08, 4.40, -4.95)  -1.645
O (4.04, 4.66, -2.78)  -0.601
H (2.47, 4.10, -5.69)  0.357
H (2.34, 5.56, -4.75)  0.342
H (1.73, 4.09, -4.02)  -0.172
H (3.78, 3.03, -4.02)  -0.280
H (6.01, 4.38, -4.39)  0.403
H (5.08, 5.40, -5.38)  0.353
H (5.20, 3.65, -5.73)  0.352
H (3.41, 4.18, -2.23)  0.537
C (1.84, 1.78, 3.63)  -0.471
C (1.10, 1.15, 4.83)  2.324
C (1.31, -0.34, 4.89)  -1.600
O (1.43, 1.77, 6.07)  -0.714
H (2.92, 1.82, 3.76)  0.412
H (1.45, 2.78, 3.45)  0.299
H (1.60, 1.26, 2.70)  -0.707
H (0.03, 1.27, 4.64)  -0.959
H (2.32, -0.62, 5.17)  0.481
H (1.12, -0.82, 3.93)  0.099
H (0.55, -0.76, 5.56)  0.421
H (1.27, 2.71, 5.97)  0.390
C (-3.10, 0.13, 5.10)  0.014
C (-3.35, 0.65, 6.51)  0.428
C (-2.51, 1.89, 6.82)  -1.168
O (-4.71, 1.02, 6.60)  -0.627
H (-2.02, 0.07, 4.94)  -0.483
H (-3.51, 0.81, 4.36)  -0.110
H (-3.59, -0.85, 5.12)  0.442
H (-3.12, -0.11, 7.26)  0.338
H (-2.56, 2.73, 6.12)  0.155
H (-1.47, 1.60, 6.73)  0.266
H (-2.71, 2.35, 7.79)  0.422
H (-5.23, 0.36, 6.15)  0.334
C (-4.30, -2.80, 2.56)  -1.127
C (-3.50, -4.00, 3.02)  0.497
C (-3.07, -4.84, 1.86)  -0.915
O (-2.45, -3.47, 3.75)  -0.555
H (-5.12, -3.20, 1.96)  0.506
H (-3.80, -2.05, 1.95)  -0.001
H (-4.74, -2.27, 3.42)  0.233
H (-4.03, -4.62, 3.74)  0.296
H (-3.93, -5.32, 1.39)  0.528
H (-2.37, -5.61, 2.16)  0.305
H (-2.64, -4.15, 1.14)  -0.247
H (-2.06, -2.72, 3.30)  0.256
C (6.25, 4.92, 1.13)  -1.258
C (5.53, 3.87, 2.03)  0.194
C (5.16, 2.53, 1.40)  -0.745
O (6.51, 3.56, 2.99)  -0.593
H (7.13, 4.46, 0.68)  0.365
H (6.51, 5.86, 1.61)  0.342
H (5.62, 5.16, 0.27)  0.241
H (4.63, 4.26, 2.52)  0.326
H (5.05, 1.71, 2.11)  0.322
H (6.02, 2.16, 0.84)  0.429
H (4.31, 2.60, 0.72)  0.016
H (7.31, 3.37, 2.51)  0.386
C (0.62, -1.47, -5.78)  -0.840
C (1.86, -0.61, -5.45)  -0.084
C (1.81, 0.16, -4.13)  -0.051
O (2.95, -1.50, -5.47)  -0.694
H (0.86, -2.24, -6.51)  0.460
H (-0.29, -0.94, -6.06)  0.177
H (0.31, -2.03, -4.90)  0.003
H (2.01, 0.11, -6.25)  0.361
H (1.73, -0.51, -3.28)  -0.449
H (1.09, 0.97, -4.04)  0.090
H (2.80, 0.57, -3.93)  0.538
H (2.80, -2.18, -4.81)  0.496
C (-4.08, 1.53, -0.53)  -0.943
C (-4.81, 0.57, 0.43)  0.519
C (-4.69, 0.87, 1.93)  -0.608
O (-6.20, 0.74, 0.17)  -0.658
H (-3.00, 1.46, -0.41)  -0.165
H (-4.30, 2.56, -0.25)  0.489
H (-4.30, 1.40, -1.59)  0.363
H (-4.42, -0.44, 0.27)  0.128
H (-3.67, 0.81, 2.31)  -0.426
H (-5.20, 0.16, 2.57)  0.373
H (-5.00, 1.89, 2.19)  0.598
H (-6.50, 1.62, 0.38)  0.372